The following is a quantum chemistry calculation of a 5-piece molecular cluster, C43H95BrNO12 overall, from the Open Molecules 2025 dataset.

```
152
Properties=species:S:1:pos:R:3:forces:R:3:mulliken_charge:R:1
C 8.6647 -0.3583 3.6891 -0.0254 -0.0084 -0.0666 -1.35
C 7.1875 -0.0550 3.4109 0.0025 -0.0803 0.1519 -0.04
C 6.6687 -0.5165 2.0419 -0.0812 0.1660 -0.2691 -0.27
C 5.5228 -1.5339 2.0887 0.1032 -0.0391 -0.0149 -0.54
C 4.6335 -1.5179 0.8388 -0.0071 0.0298 0.1121 -1.45
C 3.3727 -0.6557 0.9907 -0.0893 0.0501 -0.0779 1.25
C 2.1374 -1.5080 1.2947 0.3155 -0.1650 0.1260 -1.10
C 0.8568 -0.7173 1.5164 0.0679 0.2998 -0.1223 -0.54
C 0.8123 0.0593 2.8334 -0.0254 -0.2539 -0.0366 0.85
C 0.7463 -0.8573 4.0532 -0.1464 -0.0077 0.0477 -0.92
C 0.9286 -0.1928 5.4334 -0.0241 -0.0125 -0.0158 -0.55
C 1.6842 1.1293 5.4603 0.2986 0.0903 0.2062 -0.73
C 3.1875 0.9605 5.2302 -0.1464 0.0157 0.1706 1.31
C 3.9951 2.2664 5.2786 0.0721 -0.0199 -0.0513 -1.39
C 4.4214 2.7952 3.9079 -0.0022 -0.3312 -0.0371 -0.03
C 3.3034 3.5159 3.1280 -0.4259 -0.0805 0.0385 0.58
N 3.7948 4.6750 2.4361 0.8732 -0.4091 -0.2020 -0.78
C 3.9913 4.6082 1.1313 -2.0217 2.0555 0.9280 -0.34
Br 5.5179 3.1527 0.4410 1.1699 -0.9859 -0.5225 -0.54
C 2.8338 4.3391 0.1353 0.1463 -0.5078 -0.0995 -0.80
C 2.3303 2.9082 -0.1087 -0.3839 -0.0299 0.1095 0.01
H 9.2997 0.4786 3.3991 0.0645 -0.0287 -0.0947 0.34
H 8.8470 -0.5539 4.7462 0.0051 0.0644 0.0606 0.34
H 8.9983 -1.2377 3.1348 0.0101 -0.0486 0.0114 0.34
H 7.0285 1.0195 3.4945 -0.0676 0.0382 0.1086 0.08
H 6.5834 -0.5172 4.1966 -0.0524 -0.0034 -0.0086 0.22
H 6.3310 0.3504 1.4664 0.0286 0.0441 0.0475 -0.09
H 7.4926 -0.9599 1.4731 -0.0038 0.0722 -0.0832 0.47
H 4.9072 -1.3235 2.9701 -0.0467 -0.1496 0.0094 0.19
H 5.9457 -2.5367 2.1989 -0.0255 -0.0192 0.2664 0.36
H 4.3193 -2.5426 0.6227 0.0095 -0.0260 -0.1606 0.43
H 5.2228 -1.1700 -0.0129 0.0181 -0.0513 -0.0093 0.48
H 3.5302 0.0790 1.7880 0.0260 0.0448 -0.0589 -0.70
H 3.1935 -0.0771 0.0822 -0.0348 0.0038 -0.0114 0.23
H 1.9955 -2.2129 0.4678 -0.0118 0.0458 -0.0115 0.51
H 2.3620 -2.1255 2.1733 -0.0557 -0.0433 -0.0503 0.23
H 0.7752 0.0072 0.6978 -0.1088 -0.0607 -0.0505 -0.11
H -0.0100 -1.3810 1.4475 -0.0539 -0.0483 0.0297 0.47
H -0.0838 0.6843 2.8257 0.0816 0.2350 0.0273 0.48
H 1.6827 0.7165 2.8742 -0.0901 0.0749 0.0483 -0.96
H 1.4650 -1.6718 3.9543 0.1026 0.0716 -0.0629 0.29
H -0.2409 -1.3326 4.0362 0.0711 -0.1471 0.0021 0.40
H -0.0478 -0.0462 5.9043 -0.0529 0.0144 -0.0550 0.38
H 1.4805 -0.8912 6.0715 -0.1239 0.0176 0.1181 0.01
H 1.5557 1.5670 6.4587 -0.0162 0.0439 -0.0563 0.31
H 1.2702 1.8550 4.7568 -0.0439 -0.0264 -0.0558 0.26
H 3.5503 0.2842 6.0127 -0.0268 -0.0988 -0.0912 0.27
H 3.3568 0.4639 4.2698 0.0733 -0.0670 -0.0036 -0.87
H 4.8861 2.0998 5.8905 0.0432 0.0081 -0.0155 0.44
H 3.4045 3.0317 5.7962 0.0379 0.0404 0.0407 0.39
H 4.7802 1.9388 3.3222 0.1034 0.1519 -0.0418 -0.49
H 5.2665 3.4804 3.9913 -0.0962 0.1041 0.0638 0.48
H 2.8020 2.7762 2.4832 -0.0759 0.0186 -0.0316 -0.38
H 2.5466 3.8245 3.8648 -0.0120 0.1108 0.0012 0.22
H 4.4891 5.5253 0.8013 0.2225 -0.2410 -0.1687 0.52
H 2.0102 4.9436 0.5251 0.0425 0.0693 -0.0494 0.30
H 3.1253 4.7762 -0.8220 0.0971 0.0135 0.0151 0.31
H 2.3347 2.6435 -1.1675 0.1068 -0.0141 -0.0097 0.46
H 1.2934 2.8006 0.2291 0.0092 -0.0306 0.0428 0.20
H 2.9217 2.1652 0.4176 0.1198 0.0331 -0.0556 -0.52
C -3.5155 -1.4986 -3.1541 -0.0601 0.0181 -0.0456 -0.84
O -2.9349 -0.2230 -3.0362 0.0897 -0.0793 -0.0256 0.03
C -2.3278 -0.0081 -1.7732 -0.0978 0.0123 -0.0255 -0.77
C -1.2767 1.0682 -1.8652 0.0883 0.1759 0.0618 -0.47
O -0.0718 0.6526 -2.4807 0.0536 -0.1197 0.1126 -0.32
C -0.0567 0.5030 -3.8844 0.0405 -0.0553 -0.0892 -0.46
C -0.0395 1.8087 -4.6435 -0.0157 0.0513 -0.0944 -0.65
O -1.3244 2.4090 -4.6640 0.0144 -0.0191 0.1234 -0.05
C -1.2706 3.7975 -4.8892 -0.0459 0.0011 -0.0598 -0.93
H -4.3448 -1.6356 -2.4485 0.0225 -0.0108 0.0139 0.32
H -3.8973 -1.5902 -4.1700 -0.0285 -0.0173 0.0038 0.16
H -2.7751 -2.2897 -2.9882 -0.0183 -0.0085 0.0301 0.36
H -1.8678 -0.9357 -1.4113 0.0309 0.0086 0.0054 0.42
H -3.0896 0.3090 -1.0470 -0.0036 -0.0754 0.0334 0.36
H -0.9933 1.3357 -0.8452 0.0296 0.0270 -0.0033 0.45
H -1.6761 1.9615 -2.3514 -0.0956 -0.0682 -0.0201 0.14
H -0.8721 -0.1354 -4.2365 -0.0432 0.0819 0.0139 0.16
H 0.8886 -0.0010 -4.0972 -0.0099 -0.0304 -0.0140 0.38
H 0.2866 1.6140 -5.6758 0.0536 0.0408 0.0152 0.40
H 0.6866 2.4815 -4.1723 0.0021 0.0045 0.0131 0.37
H -0.6568 4.2994 -4.1331 0.0094 -0.0009 -0.0093 0.37
H -2.2898 4.1764 -4.8246 -0.0028 0.0068 -0.0171 0.23
H -0.8657 4.0313 -5.8820 0.0160 0.0004 0.0079 0.33
C -6.7655 -5.9250 -4.8586 0.0187 -0.0295 0.0877 -0.78
O -5.4702 -5.9946 -5.4026 -0.0195 0.1037 -0.1625 -0.21
C -5.2911 -7.1076 -6.2565 -0.0327 -0.0403 0.1075 -0.60
C -4.1466 -6.8798 -7.2144 0.0940 -0.0818 0.0175 -0.35
O -4.4539 -6.0159 -8.2933 -0.0139 -0.0284 -0.0663 -0.46
C -4.4879 -4.6251 -8.0260 -0.1024 0.1129 -0.0087 -0.39
C -3.1286 -3.9780 -7.9171 0.0536 0.0881 0.0437 -0.57
O -2.5222 -4.2812 -6.6766 -0.0125 -0.1769 -0.0509 -0.20
C -1.1220 -4.1309 -6.7030 0.0094 0.0880 0.0671 -0.85
H -6.9805 -6.7848 -4.2123 -0.0064 -0.0074 -0.0159 0.32
H -6.8190 -5.0162 -4.2629 -0.0025 -0.0006 0.0199 0.22
H -7.5266 -5.8796 -5.6470 0.0038 -0.0139 0.0040 0.32
H -6.2073 -7.2992 -6.8295 -0.0015 0.0084 -0.0165 0.35
H -5.0682 -8.0000 -5.6537 -0.0634 -0.0322 -0.0228 0.40
H -3.9229 -7.8406 -7.6830 0.0445 -0.0084 0.0173 0.38
H -3.2593 -6.5451 -6.6725 -0.0492 0.0506 0.0294 0.17
H -5.0849 -4.4034 -7.1384 0.0643 -0.0207 0.0357 0.20
H -4.9856 -4.1856 -8.8930 -0.0346 0.0097 0.0164 0.39
H -3.2541 -2.8895 -8.0112 0.0542 -0.0004 -0.0526 0.40
H -2.4957 -4.3242 -8.7441 -0.0090 -0.0143 -0.0121 0.34
H -0.6693 -4.7647 -7.4749 -0.0062 0.0133 -0.0043 0.33
H -0.7447 -4.4346 -5.7288 0.0092 0.0200 0.0081 0.24
H -0.8300 -3.0902 -6.8866 -0.0031 -0.0025 -0.0149 0.32
C 2.7258 2.6003 10.9979 -0.0366 0.0196 0.0703 -0.74
O 2.3902 1.2340 10.9447 0.1148 -0.0599 -0.1131 -0.29
C 1.5394 0.9303 9.8538 -0.0629 0.0722 0.0989 -0.38
C 1.6304 -0.5255 9.4639 -0.0269 -0.0173 -0.0368 -0.58
O 2.7933 -0.8542 8.7249 -0.0711 -0.0409 -0.0752 -0.31
C 4.0238 -0.9118 9.4194 0.1309 0.0571 -0.0670 -0.53
C 4.2075 -2.1537 10.2578 0.0642 -0.0525 0.0857 -0.62
O 3.4669 -2.0835 11.4633 -0.1430 0.0254 -0.1237 -0.25
C 3.2201 -3.3500 12.0187 0.0491 0.0087 0.0748 -0.77
H 1.8422 3.2275 11.1692 -0.0012 0.0012 -0.0182 0.32
H 3.4175 2.7326 11.8278 -0.0060 0.0105 0.0147 0.24
H 3.2122 2.9279 10.0720 -0.0132 0.0012 -0.0029 0.30
H 1.8019 1.5443 8.9837 0.0046 -0.0081 -0.0158 0.22
H 0.4992 1.1530 10.1333 -0.0064 0.0488 -0.0700 0.38
H 0.8018 -0.7148 8.7779 0.0024 -0.0704 -0.0044 0.45
H 1.5173 -1.1768 10.3341 0.0273 0.0933 0.0663 0.25
H 4.1939 -0.0141 10.0175 -0.0594 -0.0377 0.0699 0.27
H 4.7814 -0.9454 8.6334 0.0191 0.0441 0.0042 0.39
H 5.2764 -2.2608 10.4927 -0.0010 -0.0650 -0.0333 0.41
H 3.8942 -3.0275 9.6727 -0.0075 0.0009 -0.0156 0.35
H 2.6848 -3.9977 11.3137 0.0111 -0.0022 0.0006 0.33
H 2.6020 -3.2029 12.9026 0.0112 -0.0089 0.0145 0.24
H 4.1496 -3.8521 12.3162 0.0000 -0.0065 -0.0173 0.32
C -4.6312 1.0983 -5.4361 0.0393 0.0559 0.0790 -0.46
O -5.3058 2.1774 -6.0561 -0.0918 -0.1279 -0.1513 -0.30
C -4.6056 2.6723 -7.1776 0.0645 0.0322 0.1077 -0.26
C -5.5323 3.4058 -8.1164 0.0480 0.1034 -0.0014 -0.60
O -6.3507 2.5577 -8.9060 -0.0007 0.0136 -0.0838 -0.43
C -7.4758 1.9719 -8.2802 -0.0387 -0.1375 0.0294 -0.35
C -8.6557 2.9023 -8.1291 -0.0985 0.0140 0.0414 -0.59
O -8.4575 3.8148 -7.0674 0.1535 0.0536 -0.0957 -0.24
C -9.2577 4.9650 -7.1817 -0.0545 -0.0150 0.0688 -0.77
H -3.6607 1.3958 -5.0306 0.0084 0.0011 -0.0208 0.13
H -5.2591 0.7477 -4.6197 -0.0007 0.0250 0.0243 0.24
H -4.4830 0.2763 -6.1494 0.0112 0.0005 0.0120 0.30
H -4.1228 1.8489 -7.7194 -0.0017 -0.0031 -0.0185 0.36
H -3.8205 3.3688 -6.8486 0.0580 -0.0526 -0.0227 0.19
H -4.9091 3.9387 -8.8376 -0.0143 0.0434 0.0076 0.39
H -6.1293 4.1383 -7.5683 -0.0160 -0.0597 0.0449 0.24
H -7.2139 1.5269 -7.3174 0.0022 0.0832 0.0247 0.17
H -7.7869 1.1725 -8.9567 0.0075 -0.0412 0.0331 0.39
H -9.5534 2.2980 -7.9307 -0.0288 0.0299 -0.0575 0.40
H -8.8068 3.4443 -9.0715 0.0099 0.0017 -0.0104 0.34
H -9.0743 5.4853 -8.1296 -0.0080 -0.0082 0.0011 0.32
H -8.9947 5.6261 -6.3585 -0.0178 0.0041 0.0099 0.24
H -10.3262 4.7245 -7.1158 0.0011 -0.0037 -0.0168 0.31
```
Forces are in eV/Å.

For the energy above the lowest of the compared OMol25 structures with the same formula, charge and spin, the calculation gives 0.0 kJ/mol. The value obtained for the lowest unoccupied orbital energy is 1.8 eV. The net charge is -1. The strongest force on any atom comes out at 0.0589 hartree/bohr. As for the spin multiplicity: 1. For the HOMO energy, the calculation gives -3.2 eV. As for the HOMO-LUMO gap: 4.97 eV.